DFT (ωB97M-V/def2-TZVPD) results for C42H51N10O2PTl as an isolated structure.

Results
Energy relative to the best compared isomer or geometry (same formula, charge and spin) (kcal/mol): 25.4
HOMO energy (eV): -9.162
Frontier orbital gap (eV): 6.7
F_max (Eh/bohr): 0.008
Total charge: +1

Geometry (Å):
H (4.395, 0.330, -4.593)
H (2.499, -1.917, 4.192)
C (2.574, -1.388, 1.025)
H (-4.118, 5.111, 2.469)
H (-0.072, -1.762, -5.981)
C (-1.696, -2.584, 1.037)
H (4.535, -3.476, -0.541)
C (3.936, 0.064, -3.649)
C (-2.304, -3.810, 1.265)
H (1.922, -4.160, -4.245)
C (3.490, -3.294, -0.292)
C (-4.325, 3.031, 1.995)
H (4.268, -3.801, 2.261)
H (-5.044, 0.531, -1.185)
C (-3.854, 4.317, 1.782)
O (1.120, 3.949, 1.343)
C (-2.784, 1.772, -2.720)
H (1.959, -3.021, 2.910)
H (-2.164, -5.925, 0.915)
H (4.352, -2.099, 2.751)
C (-1.962, -2.856, -2.768)
H (-1.955, -2.177, -5.363)
C (1.690, 4.086, -1.322)
H (-1.040, 3.506, 5.340)
H (5.415, -2.704, 1.479)
N (-1.418, -1.618, -3.352)
H (1.192, 0.583, 3.128)
C (-1.875, 1.582, 4.880)
H (-2.741, 1.021, -3.504)
H (0.018, -3.530, -5.885)
O (-3.355, -1.407, 2.240)
N (2.265, -1.033, 2.290)
H (2.037, 4.849, -0.641)
H (-3.109, -1.200, -4.470)
C (-3.029, 4.584, 0.695)
N (-1.353, -0.340, 1.745)
N (2.045, -0.739, 0.003)
C (0.013, -1.648, -3.296)
C (-1.364, 0.710, 2.681)
H (-3.039, -2.869, -2.922)
H (2.803, -2.686, -3.821)
C (-1.985, 0.583, 3.925)
H (-1.962, 2.470, -2.858)
H (3.019, -4.258, -0.088)
C (-0.543, -4.832, 0.014)
H (-4.320, 0.996, 1.331)
N (0.599, -0.994, -2.340)
H (2.357, 1.027, 1.871)
H (-4.228, -0.725, -0.220)
H (-3.728, 2.315, -2.777)
C (0.499, -2.594, -5.591)
H (3.024, -2.835, -1.154)
N (-0.591, -2.465, 0.300)
N (-0.021, 1.944, 1.112)
C (4.050, -0.168, -1.266)
H (2.377, 5.010, -3.133)
C (-3.154, 2.268, 0.033)
C (1.022, 2.991, -0.791)
N (0.562, 2.007, -1.562)
H (0.841, -1.826, 3.586)
H (4.595, -0.068, -0.333)
H (2.036, -0.340, -4.528)
H (-1.767, -2.889, -1.701)
C (1.859, 4.168, -2.692)
H (0.867, -3.407, -0.779)
C (-2.237, -1.346, 1.731)
C (-0.028, -3.565, -0.191)
C (-1.718, -4.952, 0.746)
C (1.342, 3.161, -3.496)
H (-2.046, 3.790, -1.027)
C (-2.685, 3.565, -0.178)
C (1.868, -3.231, -3.677)
N (0.685, -2.505, -4.138)
C (-2.045, -1.356, -4.647)
C (2.612, -0.324, -3.609)
C (4.414, -2.777, 1.907)
H (1.434, 3.195, -4.574)
Tl (-0.190, 0.064, -0.161)
H (1.484, -2.555, -6.059)
H (-1.649, -0.440, -5.091)
H (5.705, 0.439, -2.479)
H (-2.570, -0.305, 4.123)
H (1.761, -3.484, -2.626)
C (-0.499, 2.857, 3.374)
C (1.987, -0.683, -2.407)
C (-1.132, 2.718, 4.601)
C (-0.611, 1.869, 2.387)
C (4.668, 0.128, -2.465)
C (1.878, -2.008, 3.299)
C (-3.969, 2.004, 1.131)
H (-4.135, -0.765, -1.993)
C (0.716, 2.981, 0.701)
H (-0.042, -5.701, -0.394)
H (0.284, 1.287, -3.468)
H (-2.652, 5.586, 0.531)
C (-4.167, -0.114, -1.121)
C (2.709, -0.564, -1.217)
C (0.708, 2.098, -2.885)
C (2.171, 0.364, 2.709)
H (-3.209, -3.832, 1.857)
H (0.086, 3.735, 3.163)
H (2.921, 0.552, 3.482)
P (-2.673, 0.936, -1.100)
H (-2.369, 1.471, 5.839)
H (-1.546, -3.756, -3.241)
H (-4.959, 2.816, 2.848)
N (3.426, -2.437, 0.884)